60
Properties=species:S:1:pos:R:3:forces:R:3 method="wB97M-V/def2-TZVPD" gap_ev=9.4863 relative_energy_kj_mol=0.0 energy_ev=-45325.5141 e_homo_ev=-14.5 total_charge=+2
Pt 0.0954 0.8528 -0.1101 -0.03 0.11 -0.17
N -1.4447 0.1864 1.1021 0.02 -0.11 -0.14
C -2.7092 0.9259 1.0253 -0.13 0.11 -0.04
C -3.7730 0.5443 1.8256 -0.03 -0.02 0.00
C -4.9681 1.2438 1.7459 0.02 0.00 0.00
C -5.1010 2.3172 0.8723 0.03 0.00 -0.01
C -4.0323 2.6974 0.0786 -0.04 0.01 0.00
C -2.8278 2.0022 0.1549 0.13 -0.09 0.05
P -1.3614 2.4170 -0.8072 -0.07 0.00 0.04
C -1.7343 2.3625 -2.5674 -0.02 -0.06 0.02
C -1.4093 1.2275 -3.3124 0.00 0.02 0.03
C -1.7468 1.1577 -4.6550 -0.02 0.02 -0.04
C -2.4188 2.2137 -5.2550 0.00 -0.01 0.00
C -2.7522 3.3428 -4.5173 0.01 0.00 0.01
C -2.4092 3.4219 -3.1778 0.00 0.01 -0.01
C -0.8960 4.1162 -0.4376 0.06 0.01 0.11
C -0.1276 4.8475 -1.3480 -0.04 -0.06 0.01
C 0.3254 6.1133 -1.0124 0.01 0.00 -0.02
C 0.0133 6.6555 0.2270 0.01 0.02 0.02
C -0.7490 5.9339 1.1350 0.00 -0.01 0.01
C -1.1978 4.6632 0.8103 0.00 -0.02 -0.04
H -1.1428 0.1834 2.0750 0.02 0.01 0.01
H -1.5988 -0.8059 0.8550 0.04 0.05 0.04
H -3.6739 -0.2929 2.5063 0.00 0.00 0.00
H -5.8012 0.9497 2.3698 0.01 0.00 0.00
H -6.0368 2.8558 0.8161 0.01 0.00 -0.01
H -4.1297 3.5375 -0.5981 -0.01 0.00 0.01
H -0.9037 0.3946 -2.8368 0.01 -0.02 0.02
H -1.4906 0.2819 -5.2358 0.00 -0.01 0.01
H -2.6847 2.1570 -6.3021 0.00 0.00 0.00
H -3.2756 4.1640 -4.9879 0.00 0.00 0.00
H -2.6570 4.3123 -2.6133 0.00 0.01 0.00
H 0.0841 4.4476 -2.3333 0.01 0.01 -0.01
H 0.9093 6.6834 -1.7225 -0.01 -0.01 0.00
H 0.3596 7.6480 0.4826 0.00 -0.01 0.00
H -0.9979 6.3638 2.0958 0.00 -0.01 0.00
H -1.7930 4.1036 1.5217 0.00 0.02 0.01
N 1.5758 1.6336 -1.3440 0.14 -0.04 0.13
C 2.5351 0.6913 -1.9941 -0.04 -0.04 0.12
C 3.2294 -0.2073 -0.9803 -0.07 -0.03 0.01
C 2.3540 -1.2961 -0.3712 -0.04 0.11 0.01
N 1.3580 -0.7551 0.5944 -0.06 0.00 0.02
H 1.1405 2.2035 -2.0662 0.03 -0.04 -0.06
H 2.1033 2.2923 -0.7706 0.01 0.01 -0.03
H 3.2778 1.2745 -2.5389 -0.01 0.03 0.01
H 1.9726 0.1093 -2.7238 -0.01 -0.06 0.02
H 3.6816 0.4062 -0.1923 0.00 -0.04 0.00
H 4.0616 -0.6949 -1.4890 0.00 0.00 -0.01
H 2.9708 -2.0393 0.1339 0.06 0.03 0.02
H 1.8012 -1.8206 -1.1490 -0.07 0.02 -0.06
H 1.8400 -0.5089 1.4560 0.02 0.10 -0.03
H 0.7039 -1.5052 0.8361 0.00 -0.08 -0.12
N -1.5037 -4.4938 1.4385 -0.03 -0.10 0.03
C -1.2797 -3.7301 0.3554 0.01 0.20 0.11
N -1.3496 -4.3257 -0.8511 -0.04 0.00 -0.10
O -0.9959 -2.5166 0.4640 0.07 -0.03 -0.01
H -1.7195 -5.4734 1.3807 0.00 0.00 0.00
H -1.4359 -4.0744 2.3475 0.02 0.01 0.00
H -1.6819 -5.2667 -0.9705 0.00 -0.01 0.03
H -1.3204 -3.7369 -1.6639 0.02 0.01 0.02